#i
# C3H8N2S

C3H8N2S in the gas phase (the ωB97M-V functional and the def2-TZVPD basis, the Open Molecules 2025 dataset).

Structure (XYZ):
```
14
Properties=species:S:1:pos:R:3:mulliken_charge:R:1
C 0.45 0.07 0.11 0.2890
C 1.40 1.01 -0.55 -1.5311
C -1.39 0.90 1.37 -0.3317
N -0.82 0.66 0.29 -0.4753
N -0.63 -2.56 -0.61 -0.5818
S 0.02 -1.35 -1.29 0.0725
H 0.98 -0.32 1.01 0.4656
H 2.01 0.57 -1.26 0.4220
H 0.80 1.69 -1.14 0.3624
H 1.92 1.39 0.20 0.4305
H -2.48 1.21 1.21 0.2172
H -1.24 0.63 2.53 0.2175
H 0.06 -3.29 -0.53 0.2169
H -1.10 -0.62 -1.36 0.2263
```

Results
Net charge = 0
Spin multiplicity = 1
HOMO level = -8.108 eV

***

#ii
# C3H8N2S

C3H8N2S in the gas phase (the ωB97M-V functional and the def2-TZVPD basis, the Open Molecules 2025 dataset).

Structure (XYZ):
```
14
Properties=species:S:1:pos:R:3:mulliken_charge:R:1
C 1.67 -0.92 -0.35 -0.8024
C 0.99 -0.02 0.73 -0.3217
N 0.32 1.17 0.12 -0.4670
C -0.88 1.46 -0.07 0.0464
N -2.04 0.70 0.09 -0.2890
S -2.04 -1.01 0.24 -0.1973
H 0.91 -1.49 -0.89 0.1952
H 2.51 -1.51 0.19 0.2783
H 2.20 -0.23 -1.05 0.2647
H 0.36 -0.65 1.46 0.2620
H 1.76 0.44 1.42 0.2982
H -1.03 2.49 -0.41 0.3127
H -2.85 1.08 -0.40 0.2831
H -1.88 -1.52 -1.07 0.1371
```

Results
Net charge = 0
Spin multiplicity = 1
HOMO level = -8.883 eV

***

Stability order, top to bottom: #ii, #i

***

#i
# C6H10NO

A gas-phase ion, C6H10NO (charge +1) (the ωB97M-V functional and the def2-TZVPD basis, the Open Molecules 2025 dataset).

Structure (XYZ):
```
18
Properties=species:S:1:pos:R:3:mulliken_charge:R:1
C 0.35 0.78 -0.36 0.5824
C 0.31 -0.77 0.70 0.4819
C -1.75 1.03 0.57 -0.5066
C -1.97 -0.41 0.46 -0.2762
C 1.16 0.62 -1.48 -1.3233
C 1.54 -1.56 1.11 -1.0283
N -0.83 1.26 -0.50 -0.0145
O -0.85 -1.20 0.55 -0.2060
H -2.74 1.55 0.57 0.3429
H -1.23 1.40 1.47 0.2282
H -2.77 -0.66 -0.12 0.4397
H 2.21 0.39 -1.27 0.3328
H 1.27 1.50 -2.05 0.4414
H 0.60 -0.25 -2.02 0.3476
H 1.40 -2.58 0.80 0.3293
H 1.75 -1.53 2.28 0.3032
H 2.55 -1.12 0.70 0.2819
H -1.02 1.55 -1.40 0.2436
```

Results
Net charge = +1
Spin multiplicity = 1
HOMO level (spin up / spin down) = -12.317 / -12.085 eV

***

#ii
# C6H10NO

A gas-phase ion, C6H10NO (charge +1) (the ωB97M-V functional and the def2-TZVPD basis, the Open Molecules 2025 dataset).

Structure (XYZ):
```
18
Properties=species:S:1:pos:R:3:mulliken_charge:R:1
C 1.78 1.27 -0.50 -0.8934
C 1.32 0.09 0.02 -0.0412
C 2.51 -1.00 0.27 -0.0450
O 3.36 -1.04 -0.56 -0.3568
C -0.21 -0.03 0.16 0.9929
C -0.75 0.07 1.57 -1.3227
N -0.94 -0.14 -0.93 -0.1138
C -2.41 -0.34 -0.94 -0.8279
H 1.26 2.11 -0.70 0.3912
H 2.81 1.30 -0.82 0.3590
H 2.69 -1.62 1.22 0.3352
H 0.07 0.49 2.13 0.3813
H -1.28 -0.85 1.87 0.3840
H -1.53 0.89 1.59 0.4406
H -0.53 -0.27 -1.80 0.3086
H -2.74 0.26 -0.12 0.3202
H -2.73 0.11 -1.89 0.3507
H -2.66 -1.32 -0.59 0.3371
```

Results
Net charge = +1
Spin multiplicity = 1
HOMO level = -14.009 eV

***

Stability order, top to bottom: #ii, #i

***

#i
# C6H10NO

A gas-phase ion, C6H10NO (charge +1) (the ωB97M-V functional and the def2-TZVPD basis, the Open Molecules 2025 dataset).

Structure (XYZ):
```
18
Properties=species:S:1:pos:R:3:mulliken_charge:R:1
C -1.83 -1.13 0.04 -1.1986
C -0.85 0.08 -0.39 0.3070
C -1.61 1.35 0.07 -1.4911
C 0.48 -0.07 0.30 -0.1204
C 1.67 -0.95 -0.33 -0.2835
C 2.67 0.00 0.08 0.7400
O 3.87 0.04 0.51 -0.3445
N 1.64 0.67 -0.37 -0.3330
H -2.83 -0.70 0.06 0.3590
H -1.56 -1.54 1.04 0.3543
H -1.81 -1.87 -0.77 0.3392
H -0.68 -0.05 -1.46 0.3343
H -1.89 1.37 1.18 0.3605
H -2.70 1.40 -0.34 0.3525
H -1.11 2.20 -0.19 0.4536
H 0.35 -0.02 1.41 0.4514
H 1.82 -1.63 -1.19 0.3035
H 4.35 0.85 0.34 0.4158
```

Results
Net charge = +1
Spin multiplicity = 1
HOMO level = -15.222 eV

***

#ii
# C6H10NO

A gas-phase ion, C6H10NO (charge +1) (the ωB97M-V functional and the def2-TZVPD basis, the Open Molecules 2025 dataset).

Structure (XYZ):
```
18
Properties=species:S:1:pos:R:3:mulliken_charge:R:1
C 0.36 2.64 2.21 0.2089
C 0.76 1.84 1.38 -0.7512
C 1.01 0.92 0.40 -0.0939
C -0.03 -1.17 0.93 -1.3219
C -1.11 0.46 -0.69 -1.6414
C 0.18 -0.11 -0.19 2.0340
N 0.97 -0.69 -1.25 -0.7413
O 2.30 1.26 -0.28 -0.4077
H -0.12 3.07 3.05 0.4426
H 0.33 -2.09 0.64 0.3789
H 0.41 -0.85 1.90 0.3661
H -1.22 -1.10 1.13 0.3410
H -1.77 -0.32 -0.98 0.4283
H -0.88 1.15 -1.58 0.4464
H -1.59 1.15 0.13 0.3691
H 2.35 0.49 -0.87 0.5066
H 0.73 -0.22 -2.06 0.2327
H 1.26 -1.67 -1.06 0.2029
```

Results
Net charge = +1
Spin multiplicity = 1
HOMO level = -14.652 eV

***

Stability order, top to bottom: #i, #ii